No. 1
Computed, not measured: C29H49N7O9PRhSbSi3 as an isolated structure, with the ωB97M-V functional and the def2-TZVPD basis.

The calculation puts the energy relative to the best compared isomer or geometry (same formula, charge and spin) at 0.0000 eV. The HOMO-LUMO gap (spin up / spin down) is 0.2746 / 0.2352 Ha. The HOMO energy (spin up / spin down) comes out at -10.039 / -10.804 eV. The spin multiplicity is 5. The value obtained for the LUMO energy (spin up / spin down) is -2.6 / -4.4 eV. As for the total charge: +1.

Last column: Löwdin charge in e.
Cartesian coordinates (Å):
Rh (0.646, -0.491, -0.427)  0.64
O (-2.308, 2.751, -0.048)  -0.04
C (-1.169, 2.164, 0.237)  -0.46
O (-0.464, 1.743, -0.669)  -0.04
C (-0.757, 2.030, 1.660)  -0.05
C (-0.781, 3.142, 2.478)  0.05
C (-0.375, 3.047, 3.794)  -0.13
C (0.076, 1.856, 4.319)  0.09
C (0.136, 0.760, 3.486)  -0.06
C (-0.289, 0.774, 2.136)  -0.29
O (-0.307, -0.308, 1.424)  -0.21
N (0.719, -0.458, 4.057)  -0.32
O (0.426, -0.746, 5.194)  0.12
O (1.492, -1.098, 3.359)  0.05
N (-0.429, 4.240, 4.642)  -0.34
O (-0.040, 4.136, 5.783)  0.11
O (-0.873, 5.257, 4.140)  0.08
H (-1.102, 4.103, 2.103)  0.12
H (0.408, 1.792, 5.345)  0.14
C (2.764, -5.572, -0.607)  -0.18
N (3.689, -4.555, -0.113)  -0.14
C (4.517, -4.089, -1.223)  -0.18
N (3.744, -3.586, -2.361)  -0.15
C (2.809, -4.627, -2.789)  -0.18
N (1.933, -5.110, -1.721)  -0.15
C (0.988, -4.087, -1.289)  -0.33
P (1.851, -2.588, -0.625)  0.93
C (2.993, -3.457, 0.548)  -0.29
C (3.047, -2.350, -2.024)  -0.32
H (2.120, -5.903, 0.209)  0.13
H (3.350, -6.424, -0.954)  0.13
H (5.120, -4.929, -1.571)  0.13
H (5.186, -3.304, -0.868)  0.13
H (3.390, -5.474, -3.155)  0.13
H (2.198, -4.245, -3.609)  0.13
H (0.333, -4.496, -0.515)  0.08
H (0.354, -3.789, -2.130)  0.06
H (2.409, -3.840, 1.388)  0.10
H (3.713, -2.745, 0.955)  0.07
H (3.770, -1.581, -1.741)  0.09
H (2.505, -1.983, -2.900)  0.08
O (4.355, -1.251, 2.675)  -0.07
C (5.157, -0.120, 2.946)  -0.23
N (4.475, 0.924, 3.661)  0.11
C (3.662, 1.892, 3.159)  -0.44
O (3.159, 2.740, 3.869)  0.09
C (3.368, 1.920, 1.683)  -0.10
C (3.456, 3.137, 1.017)  0.03
C (3.048, 3.215, -0.302)  -0.02
C (2.493, 2.095, -0.892)  -0.12
N (2.377, 0.930, -0.251)  -0.03
C (2.834, 0.836, 1.007)  -0.08
H (3.763, -1.410, 3.423)  0.08
H (5.498, 0.252, 1.980)  0.13
H (6.029, -0.401, 3.537)  0.13
H (4.573, 0.963, 4.665)  0.16
H (3.828, 4.008, 1.542)  0.14
H (3.123, 4.138, -0.859)  0.12
H (2.104, 2.127, -1.902)  0.11
H (2.732, -0.124, 1.496)  0.09
C (-1.390, 2.133, -3.913)  -0.22
Si (-1.896, 0.384, -4.303)  0.28
C (-0.867, -0.362, -5.665)  -0.24
C (-3.723, 0.221, -4.627)  -0.23
Sb (-1.331, -0.951, -2.179)  0.97
Si (-3.630, 3.539, 0.729)  0.47
C (-3.219, 5.345, 0.852)  -0.14
C (-4.986, 3.238, -0.500)  -0.15
C (-3.991, 2.750, 2.375)  -0.13
Si (-3.229, -2.017, -0.815)  0.29
C (-4.646, -2.438, -1.947)  -0.22
C (-3.684, -0.734, 0.459)  -0.21
C (-2.461, -3.513, -0.010)  -0.23
H (-1.436, 2.747, -4.817)  0.04
H (-0.373, 2.172, -3.519)  0.02
H (-2.047, 2.572, -3.160)  0.03
H (-1.044, 0.177, -6.600)  0.04
H (-1.118, -1.411, -5.830)  0.03
H (0.199, -0.296, -5.440)  0.03
H (-3.992, 0.780, -5.526)  0.04
H (-4.308, 0.621, -3.797)  0.03
H (-4.009, -0.821, -4.782)  0.03
H (-4.146, 5.924, 0.832)  0.05
H (-2.617, 5.672, 0.001)  0.05
H (-2.697, 5.610, 1.773)  0.03
H (-4.739, 3.681, -1.467)  0.04
H (-5.920, 3.687, -0.155)  0.04
H (-5.166, 2.172, -0.648)  0.02
H (-3.703, 1.697, 2.397)  0.03
H (-5.065, 2.801, 2.568)  0.05
H (-3.483, 3.260, 3.194)  0.04
H (-5.026, -1.549, -2.453)  0.02
H (-5.467, -2.873, -1.371)  0.04
H (-4.348, -3.163, -2.706)  0.04
H (-4.002, 0.199, -0.011)  0.01
H (-2.825, -0.528, 1.102)  0.02
H (-4.505, -1.097, 1.084)  0.05
H (-2.193, -4.274, -0.744)  0.03
H (-3.168, -3.958, 0.695)  0.04
H (-1.568, -3.228, 0.551)  0.02

---

No. 2
Computed, not measured: C29H49NP2PdSi as an isolated structure, with the ωB97M-V functional and the def2-TZVPD basis.

The HOMO-LUMO gap (spin up / spin down) is 0.1849 / 0.1849 Ha. The HOMO energy (spin up / spin down) comes out at -13.885 / -13.885 eV. The value obtained for the LUMO energy (spin up / spin down) is -8.9 / -8.9 eV. As for the total charge: +2.

Last column: Löwdin charge in e.
Cartesian coordinates (Å):
Pd (0.138, -0.753, -0.176)  0.34
C (4.214, -2.120, 0.628)  -0.09
C (3.856, -0.642, 0.512)  -0.53
C (3.694, -0.006, 1.892)  -0.10
P (2.345, -0.334, -0.497)  0.99
C (2.686, -0.760, -2.258)  -0.52
C (3.972, -0.268, -2.903)  -0.08
C (1.433, -0.373, -3.062)  -0.11
C (2.319, 1.511, -0.582)  -0.22
C (3.457, 2.245, -0.840)  -0.02
C (3.409, 3.622, -1.111)  -0.19
C (4.649, 4.375, -1.448)  0.00
C (2.163, 4.271, -1.129)  0.02
C (1.026, 3.594, -0.783)  0.02
C (1.094, 2.221, -0.429)  -0.25
N (0.048, 1.524, 0.059)  0.10
C (-0.983, 2.097, 0.674)  -0.24
C (-0.960, 3.422, 1.205)  0.03
C (-2.120, 4.017, 1.608)  0.02
C (-3.343, 3.331, 1.491)  -0.18
C (-4.615, 3.976, 1.911)  0.00
C (-3.345, 1.989, 1.069)  -0.03
C (-2.187, 1.321, 0.751)  -0.22
P (-2.174, -0.503, 0.410)  1.06
C (-3.616, -0.559, -0.795)  -0.51
C (-3.299, -1.313, -2.088)  -0.11
C (-4.973, -1.002, -0.250)  -0.09
C (-2.536, -1.149, 2.134)  -0.51
C (-2.900, -2.637, 2.120)  -0.10
C (-3.513, -0.397, 3.032)  -0.09
H (5.103, -2.213, 1.252)  0.10
H (4.449, -2.567, -0.337)  0.08
H (3.416, -2.690, 1.101)  0.06
H (4.667, -0.150, -0.034)  0.10
H (2.859, -0.460, 2.431)  0.08
H (3.525, 1.070, 1.844)  0.07
H (4.595, -0.174, 2.480)  0.09
H (2.726, -1.852, -2.200)  0.08
H (3.998, 0.819, -2.993)  0.07
H (4.035, -0.668, -3.916)  0.10
H (4.867, -0.599, -2.374)  0.08
H (1.428, 0.698, -3.282)  0.08
H (0.521, -0.593, -2.479)  0.02
H (1.397, -0.910, -4.008)  0.09
H (4.425, 1.763, -0.874)  0.12
H (5.541, 3.760, -1.356)  0.09
H (4.750, 5.246, -0.798)  0.11
H (4.589, 4.753, -2.472)  0.11
H (2.107, 5.308, -1.433)  0.14
H (0.060, 4.075, -0.856)  0.13
H (-0.008, 3.916, 1.342)  0.13
H (-2.109, 5.012, 2.032)  0.14
H (-4.558, 5.060, 1.853)  0.10
H (-4.817, 3.712, 2.955)  0.12
H (-5.457, 3.617, 1.322)  0.10
H (-4.297, 1.475, 1.048)  0.12
H (-3.688, 0.497, -1.074)  0.10
H (-3.348, -2.390, -1.956)  0.06
H (-2.318, -1.057, -2.492)  0.07
H (-4.052, -1.048, -2.831)  0.09
H (-4.992, -2.073, -0.051)  0.08
H (-5.726, -0.806, -1.014)  0.10
H (-5.280, -0.483, 0.654)  0.06
H (-1.538, -1.054, 2.581)  0.09
H (-3.923, -2.789, 1.779)  0.08
H (-2.838, -3.020, 3.139)  0.10
H (-2.240, -3.240, 1.506)  0.03
H (-4.535, -0.422, 2.658)  0.07
H (-3.226, 0.638, 3.208)  0.07
H (-3.521, -0.893, 4.003)  0.10
C (0.472, -3.544, 1.690)  -0.20
Si (0.256, -3.088, -0.132)  0.43
C (1.618, -3.889, -1.155)  -0.21
C (-1.286, -3.888, -0.880)  -0.22
H (0.204, -4.590, 1.853)  0.05
H (-0.128, -2.941, 2.370)  0.00
H (1.514, -3.434, 1.992)  0.01
H (1.449, -4.964, -1.027)  0.05
H (2.640, -3.698, -0.843)  0.00
H (1.516, -3.693, -2.223)  0.04
H (-1.359, -4.924, -0.541)  0.05
H (-1.193, -3.915, -1.968)  0.04
H (-2.225, -3.399, -0.641)  -0.02